Entry 1:
This record from the OMol25 dataset describes one molecule with the formula C9H8O2 at a distorted geometry. The level of theory is ωB97M-V/def2-TZVPD.

charge	0
max |F|	5.778	eV/A
energy	-498.1379	a.u.
Kohn-Sham gap	0.3407	Eh
ΔE to the lowest compared entry with this formula, charge and spin	2.6657	eV
E_HOMO	-9.5	eV

Cartesian coordinates (Å):
C (-2.38191, 0.53033, 1.54121)
C (-1.68021, 0.07824, 0.31494)
C (-0.18710, 0.17524, 0.00080)
C (0.58279, 1.01674, 0.81718)
C (1.99220, 1.09389, 0.53658)
C (2.47555, 0.24398, -0.51846)
C (1.67362, -0.46134, -1.30301)
C (0.39753, -0.65952, -1.01090)
C (-0.41886, -1.81936, -1.75291)
H (-1.75734, 1.55141, 2.04686)
H (-1.90696, -0.19912, 2.31013)
H (-3.57941, 0.61612, 1.64788)
H (0.27571, 1.55690, 1.66124)
H (2.63885, 1.74700, 1.00802)
H (3.59447, 0.15775, -0.64284)
H (2.16774, -0.96874, -2.06990)
H (-1.30484, -1.98013, -1.17049)
O (-2.39093, -0.40979, -0.55157)
O (-0.19092, -2.26961, -2.86475)

=====

Entry 2:
This record from the OMol25 dataset describes one molecule with the formula C9H8O2S at a distorted geometry. The level of theory is ωB97M-V/def2-TZVPD.

charge	0
max |F|	4.876	eV/A
energy	-896.2896	a.u.
Kohn-Sham gap (spin up / spin down)	0.2991 / 0.2223	Eh
ΔE to the lowest compared entry with this formula, charge and spin	3.2200	eV
E_HOMO (spin up / spin down)	-8.8 / -8.2	eV

Cartesian coordinates (Å):
C (-0.97995, -1.49516, 1.23276)
C (-1.05783, -1.01264, 2.51599)
C (-0.38397, -0.72577, 0.23531)
C (-0.64309, 0.24825, 2.74499)
C (-0.01037, 0.59253, 0.39365)
C (-0.27407, 1.09557, 1.68972)
C (0.30729, -0.29032, -2.69653)
C (0.63723, 1.30202, -0.75099)
C (1.24767, 0.33736, -1.74432)
O (0.91739, -0.94510, -3.64084)
O (2.41112, -0.04785, -1.76481)
S (-0.26059, 2.71219, 2.30208)
H (-1.21940, -2.43388, 0.86892)
H (-1.39213, -1.65803, 3.27235)
H (-0.60985, -1.13433, -0.76028)
H (-1.09660, 0.81897, 3.59721)
H (-0.67600, -0.10919, -2.66018)
H (-0.14303, 1.83114, -1.34292)
H (1.39000, 1.97148, -0.33029)
H (1.83617, -1.05726, -3.16180)

=====

Entry 3:
This record from the OMol25 dataset describes a 2-piece molecular cluster, C9H8O3 overall at a distorted geometry. The level of theory is ωB97M-V/def2-TZVPD.

charge	0
max |F|	5.232	eV/A
energy	-573.2993	a.u.
Kohn-Sham gap	0.2994	Eh
ΔE to the lowest compared entry with this formula, charge and spin	4.5476	eV
E_HOMO	-7.9	eV

Cartesian coordinates (Å):
C (2.28957, -1.16004, -1.41253)
C (1.03776, -0.60313, -1.89912)
C (2.74255, -0.85233, -0.18223)
C (0.22928, 0.12268, -1.16430)
C (1.99699, 0.05315, 0.75597)
C (0.54588, 0.30072, 0.23118)
C (-3.50023, 0.29152, 0.65937)
C (-0.23236, 0.89274, 1.10062)
C (-2.77049, 1.18546, 0.05115)
O (-0.95945, 1.22764, 1.93923)
O (-3.12575, -0.60377, 1.66153)
O (-2.54030, 2.23771, -0.43126)
H (2.88419, -1.84266, -2.08072)
H (0.52405, -0.80609, -2.90025)
H (3.74943, -1.32839, 0.19973)
H (-0.69599, 0.47816, -1.50268)
H (1.92730, -0.32789, 1.74408)
H (-4.35857, 0.11505, 0.18714)
H (-2.43558, -0.32341, 2.32428)
H (2.69173, 0.94287, 0.71882)